Below is C4H6N4 in the gas phase, with properties calculated with ωB97M-V/def2-TZVPD.

```
14
Properties=species:S:1:pos:R:3:nbo_charge:R:1
N -0.2630 1.1162 -2.3277 -0.810
C 0.4037 0.2052 -0.1026 0.033
H -2.6287 -0.4307 0.0149 0.218
H -0.9962 1.7344 -0.5083 0.184
C -0.6636 0.8293 -1.0696 -0.015
N 1.4644 0.5015 0.6231 -0.206
H -1.5115 -1.0887 -1.2990 0.213
H 0.1810 -1.6962 2.4402 0.441
N 1.3396 -0.3678 1.6571 -0.111
C -1.5753 -0.5007 -0.4267 -0.428
H 0.7418 0.5356 -2.6558 0.369
N 0.1810 -1.1524 1.6156 -0.353
H -1.0207 0.8040 -2.9003 0.364
C -0.4680 -0.6240 0.5875 0.102
```

Values from the calculation:
- ΔE to the lowest compared entry with this formula, charge and spin (eV) = 5.526
- SMILES = N[C@H]1Cc2[nH]nnc21
- HOMO energy (eV) = -9.001
- frontier orbital gap (eV) = 9.75
- maximum force (eV Å⁻¹) = 6.81
- spin multiplicity = 1

=====

Below is C4H6N4 in the gas phase, with properties calculated with ωB97M-V/def2-TZVPD.

```
14
Properties=species:S:1:pos:R:3:nbo_charge:R:1
C -1.3457 0.1136 -0.0474 0.193
N 2.2723 0.5824 0.2417 -0.267
H -3.1763 -0.9738 0.4977 0.229
C 0.9741 1.0939 0.1082 0.156
N 2.1058 -0.7935 -0.0124 -0.062
N 0.1221 0.0404 -0.2132 -0.231
H 0.6945 2.0552 0.0927 0.204
H -1.5479 -1.7313 1.0699 0.242
H -1.3947 2.2609 -0.4855 0.218
H -2.1412 -1.7875 -0.7676 0.244
C -1.9858 1.3423 -0.0807 -0.444
N 0.8361 -1.1183 -0.2546 -0.057
C -2.1009 -1.2349 0.1934 -0.654
H -3.0395 1.3097 0.2220 0.229
```

Values from the calculation:
- ΔE to the lowest compared entry with this formula, charge and spin (eV) = 3.443
- SMILES = C=C(C)n1cnnn1
- HOMO energy (eV) = -9.855
- frontier orbital gap (eV) = 10.03
- maximum force (eV Å⁻¹) = 7.57
- spin multiplicity = 1

=====

Below is a molecular structure, C4H6N4, with properties calculated with ωB97M-V/def2-TZVPD.

```
14
Properties=species:S:1:pos:R:3:nbo_charge:R:1
H 1.3817 -2.0048 0.2807 0.228
N 1.9225 0.6492 0.0207 -0.148
C -2.2677 0.7885 0.4353 -0.673
H 0.0818 -2.0647 -0.9996 0.214
N 3.0406 0.3160 -0.4087 -0.266
C 0.5866 -1.4763 -0.2334 -0.303
H -2.8300 1.1364 -0.4319 0.242
H 3.7262 0.9544 0.0217 0.327
N -0.2305 0.6741 -0.9959 -0.588
C -0.9689 0.2205 0.0026 0.467
N -0.3653 -0.7943 0.7334 -0.506
H -2.8322 0.0380 0.9928 0.237
H -2.0929 1.6455 1.0913 0.248
C 0.8483 -0.0825 -0.5090 0.520
```

Values from the calculation:
- ΔE to the lowest compared entry with this formula, charge and spin (eV) = 5.061
- HOMO energy (alpha / beta) (eV) = -8.466 / -8.465
- frontier orbital gap (alpha / beta) (eV) = 7.86 / 7.86
- maximum force (eV Å⁻¹) = 1.29
- spin multiplicity = 1

=====

Below is C4H6N4 in the gas phase, with properties calculated with ωB97M-V/def2-TZVPD.

```
14
Properties=species:S:1:pos:R:3:nbo_charge:R:1
H 3.5656 0.1271 -0.1963 0.205
H 1.8480 1.8038 0.4070 0.229
N -2.1260 1.1863 0.1974 -0.241
H 2.2943 -1.2560 -0.5448 0.221
C -2.4732 -0.0719 -0.0205 0.172
C 0.1695 0.6408 0.0027 0.336
H -0.4203 -1.0599 1.5655 0.403
C 2.5478 -0.1696 -0.1356 -0.327
N -0.2799 -0.7371 0.5399 -0.526
N -0.8247 1.4315 -0.2854 -0.289
N -1.4246 -0.9340 -0.3373 -0.511
H -3.4355 -0.5697 -0.0222 0.199
C 1.6424 0.7862 0.1027 -0.262
H -1.0834 -1.1777 -1.2731 0.392
```

Values from the calculation:
- ΔE to the lowest compared entry with this formula, charge and spin (eV) = 5.144
- SMILES = C=CC1=NN=CNN1
- HOMO energy (eV) = -9.276
- frontier orbital gap (eV) = 9.57
- maximum force (eV Å⁻¹) = 4.89
- spin multiplicity = 1

=====

Below is C4H6N4O2 in the gas phase, with properties calculated with ωB97M-V/def2-TZVPD.

```
16
Properties=species:S:1:pos:R:3:nbo_charge:R:1
O 1.4138 1.7494 0.8582 -0.570
C -1.1178 0.6740 -0.3320 0.622
C 0.1127 -0.1135 -0.1809 -0.004
H 2.0708 -1.9259 -1.2138 0.378
N 2.3350 -0.2768 0.0173 -0.453
H -2.8303 -2.1683 0.1570 0.213
O -1.1295 1.7622 -0.8528 -0.568
H 3.2179 -0.3485 0.4827 0.414
N -2.2099 -0.0126 -0.0674 -0.590
N 0.3794 -1.3304 -0.4559 -0.180
C -2.4694 -1.2163 0.7278 -0.416
N 1.7851 -1.5110 -0.2538 -0.264
H -3.3382 -1.0337 1.4658 0.209
H -1.5873 -1.3795 1.3080 0.212
H -2.9779 0.7784 -0.0737 0.409
C 1.3316 0.6390 0.3101 0.588
```

Values from the calculation:
- ΔE to the lowest compared entry with this formula, charge and spin (eV) = 4.060
- SMILES = CNC(=O)c1n[nH][nH]c1=O
- HOMO energy (eV) = -9.535
- frontier orbital gap (eV) = 9.74
- maximum force (eV Å⁻¹) = 5.61
- spin multiplicity = 1

=====

Below is C4H6N4O2 in the gas phase, with properties calculated with ωB97M-V/def2-TZVPD.

```
16
Properties=species:S:1:pos:R:3:nbo_charge:R:1
H 2.3295 1.6327 0.4459 0.418
N -1.5199 -0.3490 -1.3279 -0.556
N 1.5868 0.9750 0.4903 -0.485
O 2.9004 -0.7702 -0.0132 -0.618
H -0.2999 1.8227 0.0812 0.343
C -1.6240 -0.0648 0.0701 -0.244
H -2.3275 -0.8686 0.4429 0.227
C -0.3801 0.0281 0.8860 0.065
C -0.7793 -0.5663 -2.2230 0.852
C 1.8165 -0.3347 0.3093 0.755
O -0.2688 -0.8331 -3.2079 -0.497
H -2.1631 0.8810 0.1216 0.219
H -0.4564 0.0132 2.0468 0.199
N 0.6297 -1.0114 0.7105 -0.643
H 0.3226 -1.8511 0.3513 0.401
N 0.2334 1.2965 0.8160 -0.436
```

Values from the calculation:
- ΔE to the lowest compared entry with this formula, charge and spin (eV) = 3.497
- SMILES = O=C=NC[C@@H]1NNC(=O)N1
- HOMO energy (eV) = -8.809
- frontier orbital gap (eV) = 9.27
- maximum force (eV Å⁻¹) = 5.09
- spin multiplicity = 1